# 1
A 15-piece molecular cluster, C61H89N15O7 overall. Source: OMol25; level of theory: wB97M-V/def2-TZVPD.

Geometry (Å):
C  16.803  6.867  16.442
C  16.704  8.216  15.792
O  17.321  8.476  14.772
N  15.752  9.046  16.290
C  15.662  10.508  16.038
H  17.779  6.707  17.055
H  16.842  6.130  15.647
H  16.049  6.731  17.227
H  15.206  8.693  17.061
H  15.809  10.687  14.958
H  16.315  11.194  16.612
H  14.627  10.755  16.298
C  13.510  -0.029  20.818
C  13.165  1.432  20.805
O  13.275  2.091  21.881
N  12.707  2.016  19.700
C  12.099  1.309  18.625
H  14.324  -0.126  21.500
H  13.825  -0.284  19.763
H  12.724  -0.752  21.023
H  12.529  3.044  19.774
H  11.282  1.919  18.229
H  11.689  0.342  18.920
H  12.850  1.080  17.839
C  14.655  7.120  25.056
C  15.583  6.049  24.671
O  16.674  6.264  24.118
N  15.288  4.786  25.043
C  16.185  3.749  24.656
H  15.259  8.046  25.134
H  14.092  6.955  25.971
H  13.997  7.329  24.190
H  14.326  4.543  25.203
H  17.214  4.034  24.823
H  16.081  3.461  23.571
H  15.814  2.865  25.247
C  9.182  4.939  16.734
C  10.599  4.979  17.243
O  11.237  3.950  17.432
N  11.022  6.223  17.435
C  12.429  6.564  17.623
H  9.100  5.249  15.687
H  8.684  5.788  17.277
H  8.696  3.993  16.823
H  10.367  6.981  17.373
H  12.444  7.291  18.456
H  12.874  7.082  16.725
H  12.914  5.657  17.932
C  13.706  6.630  21.167
C  14.495  7.764  20.607
O  14.116  8.323  19.567
N  15.631  8.206  21.177
C  16.348  9.280  20.446
H  13.840  5.797  20.490
H  12.641  6.941  21.236
H  13.944  6.390  22.199
H  15.979  7.941  22.121
H  15.966  10.288  20.621
H  16.338  9.111  19.379
H  17.419  9.318  20.854
C  7.878  10.515  17.620
C  8.797  9.599  18.208
O  9.043  8.481  17.761
N  9.537  10.001  19.239
C  10.747  9.213  19.568
H  8.230  10.604  16.607
H  7.830  11.500  18.057
H  6.875  10.072  17.588
H  9.279  10.817  19.752
H  11.165  9.663  20.449
H  11.483  9.419  18.739
H  10.349  8.201  19.577
C  18.623  6.047  21.439
C  19.572  5.097  22.062
O  20.506  4.619  21.420
N  19.417  4.853  23.389
C  20.176  3.765  23.929
H  18.193  6.706  22.144
H  17.879  5.420  20.987
H  19.134  6.529  20.623
H  18.555  5.128  23.734
H  21.040  4.229  24.510
H  20.590  3.247  23.107
H  19.535  3.166  24.572
N  18.804  14.663  17.574
C  17.852  13.750  17.432
C  16.664  13.893  18.043
C  16.347  15.040  18.757
C  17.360  15.982  18.943
C  18.550  15.759  18.235
H  18.162  12.869  16.834
H  15.949  13.072  18.159
H  15.402  15.203  19.294
H  17.273  16.907  19.558
H  19.349  16.508  18.349
N  12.388  5.167  24.660
C  12.261  4.433  23.544
C  11.013  4.366  22.901
C  9.994  5.191  23.315
C  10.094  5.881  24.504
C  11.368  5.872  25.135
H  13.124  3.803  23.254
H  11.013  3.756  22.046
H  9.071  5.220  22.733
H  9.314  6.565  24.868
H  11.569  6.325  26.096
N  9.044  9.785  24.081
C  10.185  10.327  24.603
C  10.533  11.649  24.359
C  9.831  12.411  23.446
C  8.759  11.806  22.763
C  8.384  10.514  23.185
H  10.715  9.753  25.319
H  11.400  12.001  24.872
H  10.130  13.467  23.195
H  8.278  12.288  21.910
H  7.478  10.061  22.799
N  15.857  4.342  19.454
C  15.929  3.823  20.704
C  17.006  3.040  21.082
C  18.057  2.885  20.114
C  17.859  3.338  18.824
C  16.721  4.127  18.494
H  15.237  4.097  21.456
H  16.997  2.611  22.119
H  18.944  2.292  20.414
H  18.733  3.262  18.130
H  16.554  4.592  17.470
N  13.030  12.627  21.284
C  12.336  13.730  21.557
C  11.871  14.549  20.557
C  12.095  14.213  19.236
C  12.916  13.115  18.987
C  13.348  12.330  20.045
H  12.112  13.935  22.599
H  11.275  15.416  20.896
H  11.730  14.879  18.453
H  13.084  12.727  17.985
H  13.939  11.440  19.829
N  19.051  10.082  18.175
C  20.040  10.230  19.025
C  21.440  10.345  18.658
C  21.765  10.440  17.322
C  20.694  10.300  16.412
C  19.394  10.048  16.846
H  19.854  10.440  20.092
H  22.171  10.490  19.462
H  22.729  10.648  16.867
H  20.835  10.472  15.364
H  18.561  9.903  16.174
N  16.248  11.065  23.330
C  17.438  10.430  23.313
C  18.532  10.811  22.565
C  18.454  11.935  21.758
C  17.146  12.456  21.609
C  16.058  12.044  22.421
H  17.488  9.642  24.057
H  19.469  10.239  22.558
H  19.296  12.418  21.256
H  17.092  13.275  20.842
H  15.137  12.498  22.233
N  20.704  7.031  17.502
C  20.342  6.505  16.384
C  20.538  5.229  15.988
C  21.062  4.338  16.893
C  21.340  4.847  18.137
C  21.150  6.205  18.428
H  19.991  7.180  15.558
H  20.249  4.871  14.995
H  21.286  3.296  16.655
H  21.738  4.319  18.963
H  21.427  6.563  19.424

**Highest occupied orbital energy**: -8.94 eV
**Lowest unoccupied orbital energy**: 0.005 Eh
**Net charge**: 0
**Gap between HOMO and LUMO**: 9.1 eV

Mulliken atomic charge list, values in e, 6 entries: C -0.338; C 0.591; O -0.671; N 0.224; C -0.962; H 0.012

=====

# 2
A 3-piece molecular cluster, C38H75BrFN2O6P overall. Source: OMol25; level of theory: wB97M-V/def2-TZVPD.

Geometry (Å):
C  -1.938  4.384  3.039
O  -2.110  5.134  1.784
C  -0.802  5.698  1.319
C  -0.186  4.759  0.122
C  1.408  5.036  -0.209
C  2.028  3.730  -1.049
C  3.547  3.321  -0.589
C  3.959  1.754  -0.878
C  4.233  1.026  0.563
C  4.032  -0.635  0.519
C  3.012  -1.170  1.684
C  1.546  -1.662  1.227
C  0.413  -0.481  0.879
O  1.022  0.299  -0.176
C  0.679  0.090  -1.538
Br  1.685  -1.415  -2.486
C  0.494  0.561  2.164
C  0.542  -0.076  3.656
F  -0.449  1.689  2.166
C  -1.090  -1.111  0.579
N  -1.548  -1.644  1.968
C  -1.163  -2.473  -0.309
C  -1.704  -2.408  -1.838
C  -2.976  -3.449  -2.162
N  -4.128  -3.328  -1.202
C  -5.483  -3.497  -1.917
C  -6.365  -2.146  -1.473
C  -6.802  -2.123  0.141
C  -7.629  -0.825  0.707
C  -7.964  0.382  -0.365
C  -7.562  0.357  -1.973
C  -6.722  -0.952  -2.545
O  -6.275  -1.086  -3.967
P  -2.452  0.192  0.227
O  -3.152  0.630  1.621
O  -3.810  -0.330  -0.717
O  -1.882  1.695  -0.451
H  -0.838  4.058  3.274
H  -2.381  4.931  3.989
H  -2.564  3.384  2.925
H  -0.098  5.835  2.249
H  -1.074  6.783  0.908
H  -0.268  3.632  0.488
H  -0.889  4.888  -0.822
H  2.016  5.262  0.770
H  1.444  6.021  -0.877
H  2.071  4.033  -2.182
H  1.229  2.872  -0.906
H  3.662  3.651  0.541
H  4.298  4.025  -1.194
H  3.242  1.182  -1.603
H  5.015  1.798  -1.434
H  3.606  1.520  1.451
H  5.369  1.265  0.841
H  5.113  -1.052  0.813
H  3.831  -1.044  -0.556
H  3.548  -2.133  2.153
H  3.066  -0.371  2.551
H  1.750  -2.369  0.285
H  1.115  -2.403  2.058
H  -0.446  0.055  -1.849
H  1.094  1.047  -2.131
H  1.550  1.117  2.041
H  -0.302  0.432  4.327
H  1.570  0.153  4.212
H  0.370  -1.230  3.737
H  -1.066  -2.555  2.169
H  -2.565  -1.909  1.857
H  -0.156  -3.106  -0.370
H  -1.909  -3.255  0.212
H  -2.018  -1.373  -2.258
H  -0.856  -2.818  -2.574
H  -3.247  -3.239  -3.296
H  -2.522  -4.553  -2.136
H  -4.083  -4.183  -0.577
H  -5.383  -3.610  -3.077
H  -6.000  -4.459  -1.489
H  -6.509  -3.033  0.851
H  -7.915  -0.788  1.862
H  -8.533  1.329  0.046
H  -7.849  1.269  -2.661
H  -6.623  -0.274  -4.441
H  -3.713  0.042  -1.647
H  -2.605  2.087  -1.029
C  4.469  -5.999  5.934
C  3.179  -5.195  5.932
C  3.234  -3.961  5.027
C  4.277  -2.907  5.417
C  4.144  -2.348  6.836
C  2.833  -1.616  7.076
H  5.307  -5.417  6.330
H  4.356  -6.888  6.562
H  4.725  -6.329  4.923
H  2.922  -4.908  6.957
H  2.366  -5.843  5.582
H  2.240  -3.499  5.003
H  3.439  -4.284  3.999
H  4.212  -2.077  4.702
H  5.282  -3.327  5.299
H  4.969  -1.646  7.010
H  4.260  -3.147  7.576
H  2.715  -0.786  6.372
H  2.811  -1.206  8.091
H  1.973  -2.284  6.970
C  1.793  0.005  -6.078
C  1.605  1.385  -5.466
C  0.134  1.771  -5.283
C  -0.684  1.871  -6.575
C  -0.147  2.854  -7.618
C  -0.124  4.295  -7.132
H  1.377  -0.049  -7.088
H  2.859  -0.233  -6.145
H  1.313  -0.763  -5.464
H  2.125  2.132  -6.075
H  2.090  1.398  -4.483
H  0.087  2.726  -4.747
H  -0.346  1.035  -4.626
H  -1.710  2.159  -6.311
H  -0.761  0.879  -7.035
H  -0.785  2.798  -8.508
H  0.857  2.560  -7.941
H  -1.127  4.625  -6.841
H  0.232  4.956  -7.929
H  0.544  4.422  -6.275

**Highest occupied orbital energy**: -8.15 eV
**SMILES**: COCCCCCCCCCC[C@](OCBr)([C@H](C)F)[C@](N)(CCCNCc1ccccc1O)P(=O)(O)O.CCCCCC.CCCCCC
**Lowest unoccupied orbital energy**: -0.002 Eh
**Net charge**: 0
**Gap between HOMO and LUMO**: 8.1 eV

Mulliken atomic charge list, values in e, 6 entries: C -0.385; O -0.360; C -0.654; C 0.555; C -0.803; C 0.811

=====

# 3
C4H8O2 as an isolated structure. Source: OMol25; level of theory: wB97M-V/def2-TZVPD.

Geometry (Å):
O  -1.486  0.578  1.147
C  -0.949  -1.000  0.144
C  0.368  -0.880  -0.307
C  0.674  0.222  -1.298
C  1.191  0.742  -0.028
O  0.610  1.584  0.746
H  -1.370  0.525  2.106
H  -1.775  -0.680  -0.480
H  -1.187  -1.880  0.745
H  1.089  -1.669  -0.119
H  -0.236  0.714  -1.649
H  1.390  -0.004  -2.085
H  2.233  0.513  0.213
H  -0.553  1.236  0.863

**Highest occupied orbital energy**: -8.24 eV
**Lowest unoccupied orbital energy**: 0.021 Eh
**Net charge**: 0
**ΔE to the lowest compared entry with this formula, charge and spin**: 3.950 eV
**Gap between HOMO and LUMO**: 8.8 eV

Mulliken atomic charge list, values in e, 6 entries: O -0.719; C -0.611; C -0.169; C -0.519; C 0.078; O -0.659

=====

# 4
A 4-piece molecular cluster, C2H11O3S overall. Source: OMol25; level of theory: wB97M-V/def2-TZVPD.

Geometry (Å):
C  1.761  1.103  1.994
C  0.440  0.997  1.224
S  -0.260  -0.714  1.277
H  2.630  1.119  1.352
H  1.692  0.385  2.808
H  1.957  2.123  2.367
H  0.579  1.240  0.163
H  -0.351  1.608  1.654
H  -0.966  -2.185  -1.474
H  -0.848  -0.835  -0.652
O  -1.141  -1.239  -1.547
H  0.406  -1.442  -2.212
H  1.843  -1.488  -1.588
O  1.355  -1.636  -2.400
H  -3.276  0.232  -0.305
H  -2.558  0.055  -1.486
O  -3.262  0.677  -1.172

**Highest occupied orbital energy**: -3.38 eV
**Lowest unoccupied orbital energy**: 0.141 Eh
**Net charge**: -1
**ΔE to the lowest compared entry with this formula, charge and spin**: 0.766 eV
**Gap between HOMO and LUMO**: 7.2 eV

Mulliken atomic charge list, values in e, 6 entries: C -0.967; C -0.430; S -0.684; H 0.260; H 0.273; H 0.290